Record 1
This record from the OMol25 dataset describes a molecular structure, C18H29AgAs2F12NO11 at a distorted geometry. The level of theory is the ωB97M-V functional and the def2-TZVPD basis.

For the LUMO energy, the calculation gives 1.6 eV. As for the electronic energy: -201443.8017 eV. As for the charge: -1.

Geometry (Å):
Ag -1.192 -0.307 -0.080
As -2.145 -3.737 0.573
F -0.723 -2.699 0.466
F -3.108 -2.336 0.189
F -3.549 -4.791 0.575
F -1.116 -5.083 1.022
F -2.410 -3.452 2.270
F -1.887 -4.105 -1.133
As 0.390 3.230 0.449
F 0.454 2.498 2.036
F -0.950 4.261 0.962
F 0.274 3.879 -1.180
F 1.738 2.259 -0.099
F -0.760 1.986 -0.057
F 1.432 4.523 0.957
C 6.027 -0.479 2.282
C 5.315 -0.936 3.392
C 3.932 -0.952 3.323
C 3.239 -0.577 2.186
C 3.970 -0.218 1.053
C 5.346 -0.128 1.127
N 1.780 -0.528 2.178
O 1.239 -0.464 3.265
O 1.213 -0.499 1.110
H 7.096 -0.644 2.213
H 5.843 -1.338 4.244
H 3.406 -1.337 4.190
H 3.428 0.014 0.145
H 5.889 0.224 0.260
C -2.382 -0.395 6.062
C -2.191 -0.489 4.575
O -2.979 0.543 3.967
C -2.923 0.659 2.649
O -2.125 0.056 1.978
O -3.829 1.514 2.253
C -3.874 1.790 0.856
H -3.317 -0.851 6.393
H -2.419 0.638 6.419
H -1.571 -0.820 6.657
H -2.584 -1.416 4.151
H -1.142 -0.389 4.294
H -3.071 2.484 0.602
H -4.782 2.319 0.574
H -3.772 0.873 0.279
C -1.783 3.755 -4.051
C -2.061 2.626 -3.086
O -2.074 1.397 -3.850
C -2.163 0.257 -3.226
O -2.508 0.119 -2.068
O -1.747 -0.728 -4.008
C -1.987 -2.072 -3.576
H -2.645 4.135 -4.607
H -0.958 3.666 -4.755
H -1.530 4.638 -3.451
H -3.009 2.702 -2.557
H -1.251 2.572 -2.359
H -1.945 -2.082 -2.489
H -1.307 -2.817 -3.975
H -3.005 -2.349 -3.861
C 2.456 1.310 -4.320
C 1.508 0.657 -3.334
O 2.123 -0.570 -2.945
C 1.572 -1.328 -2.030
O 0.448 -1.189 -1.595
O 2.481 -2.163 -1.560
C 2.070 -3.204 -0.675
H 3.392 1.540 -3.806
H 2.078 2.176 -4.857
H 2.733 0.599 -5.107
H 0.535 0.597 -3.812
H 1.470 1.293 -2.449
H 2.529 -4.157 -0.919
H 0.982 -3.218 -0.634
H 2.384 -2.937 0.336

Mulliken atomic charge list, values in e, 5 entries: 1.426 2.189 -0.739 -0.521 -0.508

=====

Record 2
This record from the OMol25 dataset describes a molecular structure, C18H29AsN6O6SZr at a distorted geometry. The level of theory is the ωB97M-V functional and the def2-TZVPD basis.

For the LUMO energy, the calculation gives -5.4 eV. As for the electronic energy: -113310.7621 eV. As for the charge: +2.

Geometry (Å):
Zr 0.267 -0.353 0.536
C 5.781 1.436 -0.039
N 4.780 0.455 0.384
C 5.224 -0.855 0.860
C 3.469 0.744 0.433
N 2.547 -0.099 0.806
N 3.130 2.036 0.073
C 1.860 2.559 -0.021
N 1.809 3.821 -0.476
N 0.814 1.881 0.332
H 6.734 0.929 -0.138
H 5.903 2.240 0.691
H 5.542 1.847 -1.021
H 6.308 -0.882 0.841
H 4.853 -1.656 0.218
H 4.900 -1.028 1.888
H 2.956 -1.003 1.010
H 3.889 2.654 -0.154
H 2.628 4.331 -0.757
H 0.921 4.278 -0.596
H -0.043 2.404 0.175
O -2.830 1.419 -0.412
C -2.331 0.566 0.255
O -1.352 0.749 1.171
C -2.630 -0.908 0.117
C -3.840 -1.362 -0.401
C -4.024 -2.716 -0.491
C -3.008 -3.595 -0.067
C -3.164 -5.003 -0.142
C -2.158 -5.826 0.264
C -0.956 -5.274 0.770
C -0.777 -3.924 0.856
C -1.804 -3.054 0.432
N -1.640 -1.697 0.520
H -4.585 -0.647 -0.720
H -4.947 -3.122 -0.886
H -4.093 -5.405 -0.526
H -2.275 -6.900 0.207
H -0.167 -5.940 1.095
H 0.144 -3.522 1.254
C 1.509 -1.359 -3.338
S 0.362 -1.434 -2.032
O -0.749 -2.221 -2.436
O 0.049 -0.003 -1.617
O 1.094 -1.911 -0.794
H 0.956 -1.052 -4.225
H 1.904 -2.365 -3.472
H 2.299 -0.651 -3.100
C 0.699 1.355 4.012
As -0.083 -0.364 3.876
C -1.976 -0.298 3.968
C 0.537 -1.451 5.290
O 0.503 -1.119 2.425
H 0.454 1.758 4.995
H 0.313 2.012 3.235
H 1.776 1.242 3.908
H -2.229 -0.455 5.016
H -2.385 -1.105 3.363
H -2.345 0.658 3.610
H 0.286 -0.966 6.234
H 1.613 -1.587 5.213
H 0.046 -2.421 5.234

Mulliken atomic charge list, values in e, 5 entries: 0.674 -1.067 0.134 -1.061 0.307

=====

Record 3
This record from the OMol25 dataset describes a molecular structure, C18H29BF2N3O4PtSi2 at a distorted geometry. The level of theory is the ωB97M-V functional and the def2-TZVPD basis.

For the LUMO energy, the calculation gives 2.4 eV. As for the electronic energy: -56918.8724 eV. As for the charge: -1.

Geometry (Å):
Pt 0.295 0.502 -0.641
O -3.771 3.490 -3.596
C -2.981 4.336 -2.980
O -3.179 5.537 -2.992
C -1.807 3.776 -2.271
C -0.840 4.545 -1.660
N 0.087 3.718 -1.134
N -0.220 2.423 -1.396
C -1.397 2.428 -2.065
C -1.999 1.135 -2.428
O -3.003 1.122 -3.192
O -1.460 0.092 -1.959
H -3.477 2.480 -3.470
H -0.765 5.609 -1.583
H 0.947 3.946 -0.662
C -3.822 0.204 4.467
C -2.970 0.396 3.254
C -2.094 1.484 3.112
C -1.314 1.601 1.991
N -1.338 0.696 0.984
C -2.235 -0.309 1.069
C -3.047 -0.483 2.155
H -3.548 0.914 5.244
H -3.711 -0.804 4.868
H -4.877 0.347 4.223
H -2.028 2.235 3.887
H -0.645 2.439 1.859
H -2.295 -0.957 0.204
H -3.750 -1.303 2.167
C 2.236 -3.679 1.611
Si 1.855 -1.818 1.325
C 3.581 -0.983 1.381
C 0.852 -1.283 2.863
C 0.860 -1.467 -0.251
Si 1.580 -1.870 -1.971
C 2.305 -3.651 -1.955
C 3.037 -0.724 -2.459
C 0.320 -1.918 -3.411
H 2.725 -3.819 2.570
H 2.888 -4.084 0.847
H 1.325 -4.267 1.614
H 3.897 -0.806 2.405
H 3.566 -0.024 0.882
H 4.343 -1.588 0.900
H 1.376 -1.505 3.786
H -0.109 -1.785 2.897
H 0.658 -0.217 2.838
H -0.094 -1.996 -0.167
H 3.109 -3.746 -1.236
H 2.705 -3.920 -2.927
H 1.549 -4.384 -1.698
H 3.881 -0.861 -1.792
H 2.752 0.323 -2.415
H 3.376 -0.934 -3.470
H -0.484 -2.616 -3.196
H 0.789 -2.225 -4.345
H -0.144 -0.952 -3.570
F 1.857 1.798 1.561
B 1.826 1.379 0.286
F 2.830 2.020 -0.357

Mulliken atomic charge list, values in e, 5 entries: 1.679 -0.584 0.471 -0.664 0.243

=====

Record 4
This record from the OMol25 dataset describes a molecular structure, C18H29CaClNO2P2 at a distorted geometry. The level of theory is the ωB97M-V functional and the def2-TZVPD basis.

For the LUMO energy, the calculation gives -3.7 eV. As for the electronic energy: -74255.2127 eV. As for the charge: +1.

Geometry (Å):
Ca 0.375 0.920 0.052
P 2.722 -0.861 0.271
C 2.487 -0.596 -1.543
C 1.223 -1.172 -2.146
N 0.058 -0.661 -1.672
C -1.108 -1.089 -2.196
C -1.147 -2.041 -3.214
C 0.048 -2.553 -3.716
C 1.245 -2.111 -3.173
C -2.410 -0.526 -1.661
P -2.283 1.129 -0.844
H 2.215 -2.470 -3.526
H -2.117 -2.346 -3.595
H 0.038 -3.279 -4.524
H -3.134 -0.436 -2.490
H -2.837 -1.231 -0.924
H 2.426 0.569 -1.670
H 3.378 -0.958 -2.070
H 0.926 3.034 -1.366
O 1.584 2.113 -1.546
H 2.050 2.283 -2.380
H -0.418 3.036 -0.150
O -0.145 3.656 -0.918
H -0.017 4.535 -0.524
C -2.460 2.175 -2.328
H -3.433 1.966 -2.792
H -2.416 3.240 -2.061
H -1.667 1.961 -3.058
C -3.956 1.275 -0.148
H -4.014 2.223 0.403
H -4.718 1.266 -0.941
H -4.143 0.459 0.562
C 2.942 -2.674 0.344
H 3.934 -2.965 -0.027
H 2.854 -2.978 1.396
H 2.166 -3.191 -0.232
C 4.455 -0.307 0.444
H 4.607 -0.043 1.499
H 5.155 -1.108 0.170
H 4.647 0.584 -0.170
Cl -3.430 -0.280 3.125
C -1.849 -0.027 3.720
C -1.676 0.626 4.928
C -0.382 0.863 5.422
C 0.732 0.406 4.711
C 0.572 -0.266 3.510
C -0.727 -0.483 2.940
C -0.862 -1.037 1.648
H -2.550 0.962 5.484
H -0.259 1.395 6.363
H 1.735 0.583 5.108
H 1.449 -0.649 2.975
H -0.017 -1.603 1.242
H -1.848 -1.319 1.288

Mulliken atomic charge list, values in e, 5 entries: 0.969 0.978 -1.139 0.749 0.580

=====

Energy above the lowest of the compared OMol25 structures with the same formula, charge and spin, respectively: 0.177; 0.862; 1.660; 0.000 eV.